(1)
{
  "formula": "C4H24O9",
  "method": "ωB97M-V/def2-TZVPD",
  "symbols": ["H", "C", "H", "H", "O", "H", "H", "H", "H", "H", "H", "O", "H", "C", "H", "H", "C", "O", "O", "H", "O", "H", "C", "H", "H", "O", "O", "O", "O", "H", "H", "H", "H", "H", "H", "H", "H"],
  "coordinates": [[1.377, 2.122, 1.691], [1.447, -0.121, 1.300], [-0.711, 0.580, -1.041], [-2.828, 2.663, 2.033], [-3.112, -0.397, -0.652], [1.625, -0.732, 0.436], [0.656, 3.988, 0.376], [-0.669, 0.234, 2.623], [2.365, -0.186, 1.708], [-2.201, 1.310, 2.038], [-0.887, -1.668, -3.317], [-0.077, -2.989, -0.343], [1.561, 3.612, -0.955], [0.616, 3.312, -0.545], [0.660, -0.672, 1.930], [2.009, -2.369, -1.492], [0.513, 1.867, -0.082], [-0.218, -1.554, -2.868], [0.127, 1.143, -1.155], [-1.073, -2.278, 0.848], [2.735, -2.010, -0.981], [-1.565, -2.534, 2.225], [1.060, 1.324, 0.985], [0.678, -2.634, 0.120], [-0.269, 3.489, -1.358], [-2.983, 1.800, 1.790], [-1.373, 0.591, 3.233], [-1.039, -1.903, 1.813], [1.884, 0.126, -2.999], [1.911, 1.006, -2.530], [-0.031, -2.812, -1.361], [-1.830, -0.136, 3.281], [2.470, -0.342, -2.588], [-3.072, -0.834, 0.175], [-3.492, 0.479, -0.344], [0.379, -0.737, -2.930], [3.362, -2.738, -1.065]],
  "lowdin_charge": [0.117, -0.055, 0.140, -0.009, -0.060, 0.029, 0.093, 0.042, 0.035, -0.041, -0.100, -0.089, 0.052, -0.043, 0.068, 0.021, -0.442, 0.027, -0.037, 0.062, -0.033, 0.011, -0.089, 0.011, 0.137, -0.037, 0.013, -0.079, 0.017, 0.103, 0.082, -0.050, -0.075, -0.012, 0.063, 0.057, 0.067],
  "smiles": "C/C=C(/C)O.O.O.O.O.O.O.O.O",
  "de_lowest_kcal_mol": 103.07,
  "homo_ev": -8.800
}



(2)
{
  "formula": "C4H25N3O6",
  "method": "ωB97M-V/def2-TZVPD",
  "symbols": ["N", "O", "H", "H", "H", "O", "O", "H", "H", "O", "O", "O", "N", "H", "N", "H", "H", "C", "H", "H", "C", "H", "H", "H", "H", "H", "H", "H", "C", "H", "H", "C", "H", "H", "H", "H", "H", "H"],
  "coordinates": [[-0.596, -0.647, 2.034], [0.831, -4.201, 1.083], [3.305, 0.393, -2.372], [1.095, -3.546, 0.398], [0.292, 0.616, -1.168], [-0.450, 0.459, -3.194], [-2.467, -1.025, -2.498], [0.119, 3.128, -0.633], [-2.051, 0.512, 0.168], [1.276, -2.318, 2.910], [-0.043, 4.087, -0.440], [-1.331, -3.010, 0.121], [2.355, 0.230, -1.961], [-1.151, 1.161, -2.959], [0.601, 1.432, -0.571], [0.641, -1.562, 2.642], [0.371, 4.269, -1.357], [0.759, 1.200, 0.899], [-2.948, -0.351, -2.032], [1.454, 0.412, 1.027], [1.987, 1.503, -1.278], [-0.494, -3.438, 0.250], [-1.352, -0.818, 2.698], [-2.521, 1.265, 1.846], [1.054, 2.254, 1.253], [1.823, -1.831, 3.475], [1.932, 2.453, -1.890], [-0.662, 1.354, 2.799], [-1.805, 1.276, 0.968], [1.775, 0.023, -2.723], [-1.910, 2.316, 0.469], [-0.556, 0.776, 1.691], [-1.626, -3.027, 1.062], [2.818, 1.742, -0.549], [-0.491, -1.215, 1.288], [1.073, -3.742, 1.902], [-0.789, -0.378, -3.491], [-2.317, -1.755, -1.866]],
  "lowdin_charge": [0.030, -0.070, 0.089, 0.066, 0.092, -0.099, -0.057, -0.045, 0.072, -0.087, -0.142, -0.068, 0.008, 0.099, -0.115, 0.014, 0.066, -0.159, 0.028, 0.087, -0.269, -0.045, 0.119, 0.080, 0.142, 0.014, 0.105, 0.181, -0.094, 0.007, 0.100, -0.407, 0.064, 0.120, 0.012, 0.002, 0.017, 0.044],
  "smiles": "C[C@@H](N)CNCN.O.O.O.O.O.O",
  "de_lowest_kcal_mol": 49.75,
  "homo_ev": -9.640
}